10
Properties=species:S:1:pos:R:3:lowdin_charge:R:1 method="wB97M-V/def2-TZVPD" total_charge=+1 e_tot_ev=-7633.8401 homo_lumo_gap_ev=8.49 e_above_lowest_kcal_mol=56.87 lumo_ev=-5.8275
C -1.796 0.257 -0.204 0.15
N -0.699 -0.352 -0.327 -0.03
N 0.127 -1.229 -0.343 0.13
C 1.446 -1.055 -0.036 -0.05
C 1.596 0.297 0.285 -0.01
N 0.959 1.282 0.375 0.28
H -2.301 0.616 -1.060 0.10
H -2.310 -0.072 0.667 0.11
H 1.895 -2.044 0.046 0.13
H 1.082 2.302 0.596 0.19

=====

111
Properties=species:S:1:pos:R:3:lowdin_charge:R:1 method="wB97M-V/def2-TZVPD" total_charge=0 e_tot_ev=-95476.7999 homo_lumo_gap_ev=6.93 e_above_lowest_kcal_mol=10.44 lumo_ev=-0.6154
Li -49.238 -48.425 17.286 0.72
Li -48.516 -45.389 12.343 0.77
S -49.832 -46.357 14.888 0.38
O -51.029 -46.183 14.126 -0.28
O -49.800 -47.619 15.566 -0.35
O -48.662 -46.185 13.987 -0.40
O -49.799 -45.219 15.891 -0.35
C -46.905 -46.514 18.325 -0.11
O -48.296 -46.574 17.951 -0.13
H -46.187 -46.153 17.590 0.07
H -46.536 -47.452 18.445 0.03
H -46.572 -45.999 19.271 0.11
H -48.615 -45.706 17.779 0.05
C -54.709 -48.576 10.953 0.01
C -54.210 -47.786 12.030 -0.01
C -54.078 -48.233 13.347 -0.35
C -54.396 -49.448 13.734 0.00
C -54.944 -50.360 12.692 0.01
C -55.033 -49.923 11.392 -0.32
O -55.469 -50.769 10.362 -0.02
O -53.645 -47.432 14.362 0.07
H -54.764 -48.101 9.981 0.11
H -54.087 -46.794 11.511 0.13
H -54.410 -49.645 14.719 0.07
H -55.193 -51.436 13.097 0.14
H -56.026 -51.527 10.701 0.12
H -52.950 -46.878 14.287 0.00
C -50.810 -47.889 11.101 0.00
C -50.943 -48.846 10.076 0.00
C -50.779 -48.359 8.776 -0.31
C -50.503 -47.038 8.384 0.05
C -50.304 -46.150 9.562 0.02
C -50.485 -46.550 10.862 -0.38
O -50.666 -45.610 11.812 -0.05
O -51.086 -49.230 7.732 0.01
H -50.918 -48.366 12.147 0.14
H -51.338 -49.811 10.326 0.12
H -50.496 -46.855 7.392 0.08
H -50.287 -45.245 9.072 0.08
H -50.919 -45.736 12.760 0.00
H -51.478 -50.045 8.079 0.10
C -43.035 -46.802 14.911 0.02
C -44.213 -47.587 14.633 0.01
C -45.489 -47.027 14.591 -0.37
C -45.674 -45.735 15.123 -0.01
C -44.477 -45.001 15.384 -0.01
C -43.211 -45.543 15.379 -0.42
O -42.229 -44.774 15.735 0.08
O -46.618 -47.638 14.297 0.00
H -42.107 -47.138 14.737 0.08
H -44.124 -48.634 14.388 0.11
H -46.569 -45.088 15.190 0.13
H -44.612 -43.970 15.535 0.10
H -42.388 -44.091 16.393 0.13
H -47.329 -46.903 14.119 0.06
C -45.371 -50.501 17.031 0.02
C -44.883 -51.829 17.251 0.02
C -45.728 -52.921 17.644 -0.27
C -47.076 -52.622 17.627 -0.01
C -47.649 -51.374 17.368 0.02
C -46.768 -50.304 17.068 -0.21
O -47.466 -49.153 16.524 0.02
O -45.311 -54.198 17.899 0.08
H -44.628 -49.653 16.724 0.15
H -43.960 -51.927 17.111 0.02
H -47.658 -53.387 17.612 0.06
H -48.753 -51.306 17.488 0.13
H -47.208 -48.993 15.790 -0.10
H -44.364 -54.256 17.942 0.10
C -50.664 -42.536 14.125 -0.03
C -50.758 -42.006 12.879 -0.06
C -49.986 -40.875 12.596 -0.33
C -49.073 -40.290 13.491 -0.01
C -49.013 -40.814 14.835 0.01
C -49.720 -42.019 15.029 -0.30
O -49.678 -42.594 16.280 0.04
O -50.347 -40.176 11.467 0.06
H -51.194 -43.574 14.203 0.15
H -51.603 -42.419 12.186 0.16
H -48.449 -39.389 13.134 0.14
H -48.421 -40.409 15.688 0.13
H -49.808 -43.489 16.296 -0.03
H -51.057 -40.515 11.063 0.02
C -53.771 -47.213 17.669 -0.01
C -52.577 -46.390 17.380 0.01
C -52.343 -45.398 18.259 -0.42
C -53.088 -44.954 19.312 0.01
C -54.251 -45.855 19.594 0.01
C -54.661 -46.945 18.734 -0.38
O -55.765 -47.636 18.932 0.05
O -51.298 -44.613 17.963 0.02
H -54.146 -47.977 16.998 0.09
H -52.080 -46.540 16.278 0.14
H -53.054 -44.100 20.107 0.15
H -55.032 -45.599 20.468 0.14
H -55.933 -48.458 18.456 0.12
H -50.705 -44.914 17.256 0.02
C -52.027 -51.726 14.897 0.01
C -52.985 -52.243 15.737 -0.07
C -53.378 -51.666 16.883 -0.29
C -52.680 -50.401 17.295 0.00
C -51.736 -49.897 16.519 -0.07
C -51.281 -50.512 15.286 -0.26
O -50.485 -49.849 14.459 0.04
O -54.355 -52.110 17.782 -0.03
H -51.631 -52.293 14.142 0.08
H -53.579 -53.176 15.594 0.14
H -53.010 -49.714 18.082 0.11
H -51.375 -49.029 16.490 0.00
H -50.078 -48.985 14.757 0.06
H -54.201 -52.013 18.803 0.16

=====

111
Properties=species:S:1:pos:R:3:lowdin_charge:R:1 method="wB97M-V/def2-TZVPD" total_charge=+1 e_tot_ev=-90127.5025 homo_lumo_gap_ev="7.89 / 6.71" lumo_ev="-1.7112 / -3.0916" spin_multiplicity=3
Pt -0.036 0.071 -0.407 0.88
O 0.179 -2.017 0.995 -0.19
C 1.551 -2.266 1.266 -0.26
C 2.116 -3.206 0.204 -0.14
C 2.013 -2.611 -1.208 -0.15
C 2.865 -1.389 -1.366 -0.28
C 4.168 -1.487 -1.845 -0.01
C 4.930 -0.340 -1.971 -0.04
C 4.364 0.874 -1.617 -0.04
C 3.061 0.888 -1.152 -0.13
N 2.337 -0.217 -1.023 0.04
H -0.113 -1.308 1.609 -0.01
H 1.646 -2.736 2.257 0.12
H 2.116 -1.325 1.275 0.11
H 1.555 -4.142 0.235 0.11
H 3.157 -3.416 0.452 0.12
H 0.976 -2.327 -1.399 0.04
H 2.317 -3.365 -1.934 0.12
H 4.569 -2.448 -2.127 0.12
H 5.939 -0.389 -2.352 0.11
H 4.924 1.788 -1.705 0.11
H 2.555 1.807 -0.888 0.08
N 0.199 2.018 -0.693 -0.36
P -1.110 2.823 -1.045 0.60
N -1.896 2.435 -2.458 -0.22
C -3.107 3.149 -2.799 -0.20
C -2.940 3.908 -4.111 -0.17
C -2.503 2.949 -5.214 -0.19
C -1.201 2.262 -4.806 -0.17
C -1.400 1.538 -3.473 -0.27
N -0.763 4.470 -1.277 -0.20
C -1.050 5.592 -0.405 -0.21
C -0.655 6.919 -1.076 -0.17
C -0.696 6.789 -2.592 -0.20
C 0.363 5.780 -3.039 -0.17
C 0.478 4.640 -2.015 -0.23
N -2.383 2.776 0.091 -0.19
C -2.042 3.099 1.466 -0.23
C -3.331 3.358 2.243 -0.17
C -4.180 2.089 2.250 -0.20
C -4.429 1.663 0.807 -0.17
C -3.103 1.512 0.069 -0.25
H -3.318 3.841 -1.983 0.11
H -3.936 2.434 -2.887 0.13
H -2.172 4.670 -3.973 0.09
H -3.877 4.401 -4.377 0.12
H -2.368 3.492 -6.151 0.11
H -3.278 2.194 -5.365 0.11
H -0.408 3.004 -4.695 0.10
H -0.897 1.543 -5.570 0.11
H -0.454 1.109 -3.114 0.07
H -2.120 0.719 -3.615 0.07
H -0.502 5.519 0.548 0.10
H -2.120 5.581 -0.187 0.12
H 0.359 7.191 -0.777 0.11
H -1.325 7.711 -0.738 0.11
H -0.512 7.754 -3.063 0.11
H -1.691 6.457 -2.891 0.10
H 1.335 6.270 -3.123 0.11
H 0.112 5.391 -4.026 0.09
H 1.294 4.857 -1.315 0.12
H 0.713 3.689 -2.504 0.09
H -1.391 3.971 1.483 0.09
H -1.504 2.264 1.932 0.08
H -3.881 4.163 1.755 0.12
H -3.098 3.674 3.261 0.10
H -5.126 2.256 2.766 0.11
H -3.643 1.298 2.781 0.10
H -5.021 2.428 0.301 0.12
H -4.981 0.723 0.770 0.11
H -3.284 1.210 -0.963 0.09
H -2.495 0.721 0.558 0.08
C -0.927 -4.350 -2.951 -0.04
N -1.534 -4.017 -1.698 -0.15
C -1.966 -5.049 -0.776 -0.10
C -2.388 -4.253 0.471 -0.12
N -2.341 -2.885 -0.001 0.03
C -1.760 -2.793 -1.210 -0.78
S -1.473 -1.365 -2.035 0.72
H -0.024 -4.940 -2.776 0.10
H -0.666 -3.430 -3.469 0.06
H -1.612 -4.928 -3.574 0.10
H -1.143 -5.743 -0.583 0.13
H -2.799 -5.615 -1.206 0.13
H -1.699 -4.404 1.308 0.12
H -3.400 -4.505 0.795 0.12
H -2.362 -2.101 0.630 0.13
O -0.438 0.198 2.336 -0.58
S 0.222 0.098 3.682 1.06
C -1.137 0.247 4.884 -0.36
C -1.829 1.421 5.126 -0.07
C -2.886 1.407 6.023 -0.06
C -3.240 0.235 6.673 -0.06
C -2.530 -0.932 6.437 -0.07
C -1.485 -0.929 5.531 -0.09
C 0.991 1.694 4.010 -0.38
C 1.154 2.631 3.006 -0.07
C 1.785 3.825 3.314 -0.06
C 2.269 4.048 4.592 -0.07
C 2.119 3.088 5.583 -0.06
C 1.475 1.900 5.293 -0.09
H -1.551 2.341 4.635 0.11
H -3.445 2.313 6.207 0.11
H -4.069 0.229 7.363 0.11
H -2.786 -1.845 6.954 0.11
H -0.936 -1.835 5.320 0.11
H 0.800 2.423 2.004 0.08
H 1.901 4.577 2.548 0.11
H 2.779 4.970 4.819 0.11
H 2.502 3.262 6.576 0.11
H 1.343 1.143 6.053 0.12

=====

46
Properties=species:S:1:pos:R:3:lowdin_charge:R:1 method="wB97M-V/def2-TZVPD" total_charge=0 e_tot_ev=-191758.9093 homo_lumo_gap_ev=6.33 lumo_ev=-1.6829
Au 0.580 0.464 0.169 1.30
Br -2.351 -3.491 0.501 0.79
C -1.702 -2.550 2.002 -0.61
C -1.989 -3.051 3.283 -0.17
C -1.524 -2.414 4.391 -0.63
Br -1.944 -3.124 6.099 0.77
C -0.745 -1.239 4.273 -0.19
C -0.178 -0.543 5.366 -0.03
C 0.574 0.572 5.151 -0.04
C 0.752 1.023 3.829 -0.12
N 0.234 0.411 2.798 0.06
C -0.488 -0.723 2.980 -0.15
C -0.973 -1.396 1.801 -0.38
O -0.774 -0.966 0.567 -0.25
H -2.579 -3.952 3.376 0.10
H -0.343 -0.917 6.368 0.08
H 1.034 1.106 5.972 0.11
H 1.344 1.908 3.619 0.12
C 2.037 -2.108 -5.323 -0.07
C 2.239 -2.322 -3.970 -0.06
C 1.612 -1.505 -3.042 0.00
C 0.786 -0.482 -3.487 -0.24
C 0.581 -0.258 -4.849 -0.02
C 1.207 -1.077 -5.765 -0.07
N 0.199 0.294 -2.467 0.06
N -0.520 1.237 -2.822 0.10
C -1.120 1.967 -1.744 -0.26
C -1.979 2.974 -2.138 0.01
C -2.676 3.695 -1.183 -0.03
C -2.509 3.380 0.153 -0.03
C -1.620 2.375 0.485 -0.08
N -0.935 1.700 -0.440 -0.02
H 2.531 -2.744 -6.046 0.11
H 2.892 -3.115 -3.633 0.11
H 1.767 -1.635 -1.979 0.11
H -0.063 0.552 -5.162 0.10
H 1.059 -0.918 -6.824 0.10
H -2.087 3.158 -3.197 0.12
H -3.351 4.486 -1.482 0.12
H -3.047 3.900 0.932 0.12
H -1.426 2.089 1.511 0.11
O 4.140 1.114 0.959 -0.27
S 3.229 0.650 -0.033 0.35
O 2.076 1.709 -0.241 -0.44
O 2.305 -0.482 0.546 -0.43
O 3.746 0.249 -1.304 -0.28

=====

13
Properties=species:S:1:pos:R:3:lowdin_charge:R:1 method="wB97M-V/def2-TZVPD" total_charge=0 e_tot_ev=-6784.9180 homo_lumo_gap_ev=9.91 e_above_lowest_kcal_mol=82.89 lumo_ev=1.1990
C 0.337 -1.362 -0.027 -0.11
C 1.028 -0.062 -0.198 -0.17
C 0.082 -0.277 0.985 -0.15
C -0.788 0.899 0.478 -0.24
N -1.358 0.702 -0.827 0.07
C 0.064 1.050 -0.712 -0.20
H 0.988 -2.128 0.387 0.11
H -0.371 -1.741 -0.760 0.10
H 2.108 0.015 -0.308 0.13
H 0.200 -0.473 2.046 0.12
H -1.152 1.686 1.127 0.13
H -1.566 -0.275 -1.021 0.08
H 0.428 1.964 -1.170 0.13